76
Properties=species:S:1:pos:R:3:lowdin_charge:R:1 method="wB97M-V/def2-TZVPD" e_homo_ev="-9.4 / -9.4" charge=+1 spin_multiplicity=1 e_above_lowest_kcal_mol=37.3 gap_ev="4.533 / 4.533"
W -0.2589 0.4667 -0.8503 1.026
S 2.2591 0.6071 -0.5122 0.379
P 1.5717 0.4968 1.4415 0.523
C -0.1605 0.5717 1.2559 -0.684
P -1.3313 -0.6874 1.5372 0.515
S -1.7189 -1.5252 -0.3341 0.373
C -2.8690 0.1862 1.9387 -0.365
C -2.8727 1.5725 2.0354 -0.108
C -4.0722 2.2414 2.1976 -0.074
C -5.2578 1.5281 2.2750 -0.064
C -5.2469 0.1418 2.2145 -0.068
C -4.0548 -0.5348 2.0420 -0.091
C -1.0731 -1.9865 2.7726 -0.352
C -1.1017 -1.5616 4.0978 -0.077
C -0.9466 -2.4898 5.1085 -0.060
C -0.7551 -3.8263 4.7908 -0.061
C -0.6901 -4.2373 3.4686 -0.071
C -0.8475 -3.3171 2.4464 -0.108
C 2.3426 -0.8454 2.3921 -0.326
C 2.2241 -2.1711 1.9831 -0.096
C 2.7604 -3.1712 2.7747 -0.069
C 3.3938 -2.8501 3.9657 -0.061
C 3.4955 -1.5316 4.3760 -0.060
C 2.9707 -0.5230 3.5895 -0.071
C 2.0126 2.0789 2.2135 -0.370
C 1.2712 2.4627 3.3280 -0.101
C 1.4458 3.7215 3.8656 -0.066
C 2.3473 4.6019 3.2850 -0.066
C 3.1057 4.2074 2.1951 -0.067
C 2.9465 2.9426 1.6573 -0.098
H -1.9416 2.1237 1.9756 0.080
H -4.0767 3.3200 2.2420 0.106
H -6.1944 2.0540 2.3833 0.109
H -6.1718 -0.4093 2.2906 0.109
H -4.0301 -1.6150 1.9762 0.110
H -1.2768 -0.5139 4.3065 0.111
H -0.9911 -2.1767 6.1408 0.111
H -0.6634 -4.5561 5.5808 0.110
H -0.5306 -5.2792 3.2340 0.111
H -0.8332 -3.6300 1.4106 0.083
H 1.7371 -2.4114 1.0421 0.109
H 2.6950 -4.2046 2.4657 0.112
H 3.8177 -3.6329 4.5759 0.111
H 3.9913 -1.2836 5.3020 0.111
H 3.0587 0.5133 3.8815 0.100
H 0.5610 1.7647 3.7532 0.105
H 0.8674 4.0254 4.7248 0.109
H 2.4584 5.5993 3.6824 0.109
H 3.8130 4.8895 1.7491 0.109
H 3.5370 2.6272 0.8083 0.072
O -2.2899 3.9797 0.1420 -0.455
S -1.9792 3.4054 -1.1657 0.938
N -1.2037 2.0483 -1.0209 -0.558
C -0.0431 0.9369 -8.8508 -0.033
C 0.0501 0.4404 -7.4514 -0.236
C -0.3509 1.2228 -6.3729 0.005
C -0.2382 0.7844 -5.0694 -0.173
C -0.7014 1.6902 -3.9670 -0.075
C 0.3143 -0.5035 -4.8050 -0.103
C 0.5172 -1.0058 -3.4914 -0.084
O 0.1907 -0.4332 -2.3927 -0.406
C 0.6970 -1.3187 -5.9117 -0.192
C 1.2191 -2.7115 -5.7367 -0.041
C 0.5566 -0.8313 -7.1923 0.003
H -0.6204 1.8532 -8.9099 0.081
H -0.4993 0.1882 -9.4937 0.090
H 0.9562 1.1365 -9.2356 0.096
H -0.7593 2.2040 -6.5665 0.120
H -1.0770 2.6229 -4.3823 0.084
H 0.1332 1.9338 -3.2892 0.071
H -1.5212 1.2199 -3.4042 0.070
H 1.0290 -1.9637 -3.3785 0.135
H 2.1495 -2.7233 -5.1737 0.090
H 1.4154 -3.1612 -6.7054 0.083
H 0.4926 -3.3372 -5.2221 0.093
H 0.8436 -1.4481 -8.0309 0.125



68
Properties=species:S:1:pos:R:3:nbo_charge:R:1 method="wB97M-V/def2-TZVPD" e_homo_ev=-12.2 charge=+2 spin_multiplicity=1 gap_ev=5.264
C 2.5993 4.3696 -3.3181 -0.408
N 2.7456 2.8885 -3.1272 -0.244
C 3.0545 2.0644 -4.1382 0.080
C 3.1909 0.6954 -3.8836 -0.198
C 3.0951 0.2050 -2.5895 0.001
C 2.6775 1.0912 -1.6063 -0.164
C 2.5636 2.4284 -1.8796 0.101
C 3.4334 -1.2063 -2.2772 0.053
C 2.6811 -1.8700 -1.2969 -0.209
C 2.9652 -3.1648 -1.0045 0.104
N 3.8679 -3.8558 -1.7537 -0.245
C 4.4572 -3.3082 -2.8293 0.102
C 4.3962 -1.9352 -2.9953 -0.196
C 4.0064 -5.3132 -1.4554 -0.408
H 2.4779 4.5880 -4.3720 0.242
H 3.4620 4.8135 -2.8247 0.243
H 1.7498 4.7316 -2.7429 0.243
H 3.2419 2.5130 -5.1018 0.250
H 3.4758 0.1099 -4.7472 0.251
H 2.5289 0.7816 -0.5742 0.319
H 2.3129 3.0973 -1.0688 0.260
H 1.8880 -1.3337 -0.7820 0.308
H 2.5545 -3.7765 -0.2145 0.245
H 5.0056 -3.9182 -3.5318 0.253
H 4.8587 -1.5127 -3.8761 0.249
H 3.0252 -5.6920 -1.7418 0.237
H 4.2182 -5.3948 -0.3947 0.243
H 4.7392 -5.7991 -2.0900 0.247
C -2.9902 4.0679 5.2528 -0.611
C -2.1358 2.8498 4.7988 -0.385
C -3.0107 1.8851 3.9621 -0.431
C -1.9960 1.0413 3.1900 -0.187
N -2.6755 -0.0228 2.3021 -0.203
C -3.7535 -0.8123 3.0191 -0.218
C -3.9112 -2.1251 2.2177 -0.431
C -2.5745 -2.3904 1.5564 -0.434
C -1.7255 -1.1759 1.9714 -0.241
C -3.2242 0.5792 1.0356 -0.428
H -3.3560 4.6470 4.4010 0.206
H -2.3287 4.7988 5.7206 0.226
H -3.8413 3.8118 5.8772 0.219
H -1.7202 2.3291 5.6592 0.213
H -1.3246 3.1581 4.1383 0.195
H -3.7391 2.4246 3.3594 0.217
H -3.5475 1.2380 4.6580 0.213
H -1.5080 0.3888 3.9104 0.220
H -1.4350 1.6288 2.4765 0.227
H -4.6774 -0.2494 3.1244 0.239
H -3.3642 -1.0695 4.0033 0.218
H -4.7237 -2.0468 1.4939 0.224
H -4.2959 -2.8437 2.9420 0.243
H -2.7031 -2.4929 0.4840 0.241
H -2.0994 -3.2083 2.0954 0.236
H -0.9716 -0.8039 1.2756 0.295
H -1.2538 -1.3927 2.9292 0.199
H -3.7475 1.4876 1.3414 0.219
H -4.0324 -0.1003 0.7737 0.226
H -2.5476 0.8604 0.2375 0.262
O 0.4466 0.5212 0.2425 -1.337
H 0.0322 0.9045 1.0106 0.405
Cl 0.1009 -2.2557 -3.7870 -0.077
C -0.3942 -0.5399 -3.5710 -0.400
C -0.9942 -0.3121 -2.2104 -0.365
Cl -2.7600 -0.7546 -2.1871 -0.106
H -1.2387 -0.3880 -4.2453 0.248
H 0.3568 0.1923 -3.8545 0.208
H -0.9950 0.7582 -2.0131 0.239
H -0.6127 -0.8851 -1.3740 0.257



32
Properties=species:S:1:pos:R:3:nbo_charge:R:1 method="wB97M-V/def2-TZVPD" e_homo_ev=-7.8 charge=0 spin_multiplicity=1 smiles=CCCCOc1ccc(-c2nnc(N)s2)cc1 e_above_lowest_kcal_mol=47.7 gap_ev=8.338
C 3.5131 3.5523 3.4747 -0.600
C 3.7163 2.0641 3.2225 -0.396
C 3.9735 1.7716 1.7459 -0.427
C 4.1154 0.2701 1.4858 -0.062
O 2.9462 -0.4548 1.8105 -0.512
C 1.8636 -0.4015 0.9949 0.398
C 1.8127 0.2133 -0.2556 -0.330
C 0.6513 0.1783 -0.9992 -0.134
C -0.4896 -0.4654 -0.5192 -0.159
C -0.4347 -1.0823 0.7321 -0.157
C 0.7216 -1.0507 1.4750 -0.286
H 0.7743 -1.5260 2.4418 0.224
H -1.3088 -1.5864 1.1188 0.211
C -1.6862 -0.4789 -1.3199 0.071
N -1.8104 0.0709 -2.4743 -0.246
N -2.9981 -0.0630 -3.0435 -0.335
C -3.8432 -0.7280 -2.3284 0.238
N -5.1366 -0.9332 -2.6633 -0.803
H -5.6302 -1.6831 -2.2108 0.395
H -5.3755 -0.7403 -3.6221 0.407
S -3.1822 -1.2861 -0.7905 0.253
H 0.6070 0.6513 -1.9673 0.236
H 2.6738 0.7184 -0.6639 0.220
H 4.4138 0.0806 0.4474 0.175
H 4.8820 -0.1473 2.1451 0.194
H 3.1460 2.1681 1.1541 0.206
H 4.8914 2.2659 1.4214 0.207
H 4.5620 1.7051 3.8134 0.193
H 2.8297 1.5134 3.5425 0.206
H 2.6576 3.9219 2.9134 0.203
H 4.3924 4.1152 3.1685 0.199
H 3.3365 3.7393 4.5310 0.210